(1)
9
Properties=species:S:1:pos:R:3 method="wB97M-V/def2-TZVPD" spin_multiplicity=1 gap_ev=8.14 e_homo_ev=-3.95 e_lumo_ev=4.193 charge=-1
O -0.2820 -0.7612 1.9452
C -0.8911 -0.4789 0.8685
O -2.0753 -0.8285 0.5336
C -0.1528 0.3631 -0.1701
N 1.4150 0.3153 -1.1490
H 0.8278 0.7164 0.0466
H -0.8767 1.1106 -0.3758
H 1.9633 -0.2249 -0.5872
H 0.0718 -0.2119 -1.1119



(2)
9
Properties=species:S:1:pos:R:3 method="wB97M-V/def2-TZVPD" spin_multiplicity=1 gap_ev="9.05 / 9.08" e_homo_ev="-15.54 / -15.55" e_lumo_ev="-6.485 / -6.471" charge=+1
C 0.7381 2.5523 -2.5919
C 0.7804 -0.2515 1.0207
N -0.1127 0.1211 -0.0108
O 1.0940 3.1247 -3.5334
O 0.3197 1.9955 -1.6814
H 0.8196 -1.3625 1.1715
H -0.0589 1.1621 -0.3389
H -0.9565 0.0402 0.6551
H -0.1813 -0.3592 -0.9250



(3)
9
Properties=species:S:1:pos:R:3 method="wB97M-V/def2-TZVPD" spin_multiplicity=1 gap_ev=9.48 e_homo_ev=-15.79 e_lumo_ev=-6.312 charge=+1
C -0.3909 -1.3014 0.6835
C 0.2346 0.2079 0.5820
N 0.3401 0.6697 -0.7759
O 0.1115 -2.2811 0.9818
O -1.4281 -0.6370 0.3516
H 0.2516 0.8218 1.3912
H 1.3674 0.6587 -1.1207
H -0.0118 1.6633 -0.8792
H -0.4744 0.1981 -1.2141



(4)
9
Properties=species:S:1:pos:R:3 method="wB97M-V/def2-TZVPD" spin_multiplicity=1 smiles="C[C@@H]1O[N+]1=O" gap_ev=10.92 e_homo_ev=-18.56 e_lumo_ev=-7.641 charge=+1
C 0.9135 0.3663 -0.5039
C -0.0784 0.0015 0.6272
O -0.5528 -1.4595 0.5446
N -1.2959 -0.4496 0.2084
O -2.4238 -0.2324 0.0024
H 0.4740 -0.1405 -1.4297
H 1.9478 0.0149 -0.4891
H 1.0008 1.5050 -0.6055
H 0.0148 0.3942 1.6456



(5)
9
Properties=species:S:1:pos:R:3 method="wB97M-V/def2-TZVPD" spin_multiplicity=1 gap_ev=10.53 e_homo_ev=-16.66 e_lumo_ev=-6.136 charge=+1
C -1.6271 -0.2107 0.1172
C -0.4795 0.5488 0.5303
N 1.3072 -0.3126 -0.2719
O -2.4136 -1.0469 0.2431
O -1.1672 0.8745 -0.5479
H -0.0106 1.3121 1.1565
H 1.1048 -0.3036 -1.2562
H 1.4930 -1.2807 -0.0112
H 1.7930 0.4190 0.0400



(6)
9
Properties=species:S:1:pos:R:3 method="wB97M-V/def2-TZVPD" spin_multiplicity=1 gap_ev=11.62 e_homo_ev=-16.68 e_lumo_ev=-5.067 charge=+1
C 0.9528 -0.9997 -1.0140
C -0.2891 0.3780 -0.5977
N -0.3866 0.2604 1.0208
O 1.7810 -1.2565 -1.6760
O 0.3490 1.2836 -1.0331
H -1.0934 -0.2333 -0.8260
H 0.3458 0.7665 1.6122
H -0.4086 -0.7674 1.2210
H -1.2510 0.5684 1.2929